{
  "formula": "C6H14ClNS3",
  "method": "ωB97M-V with the def2-TZVPD basis set",
  "max_force_ev_per_a": 4.295,
  "homo_energy_ev": -8.6,
  "energy_ha": -1946.39911,
  "de_lowest_kj_mol": 88.6,
  "total_charge": 0,
  "multiplicity": 1,
  "lumo_ha": 0.0195,
  "smiles": "C[C@H](N)CCl.C1SCSCS1",
  "species": ["C", "H", "H", "H", "H", "C", "S", "C", "H", "S", "C", "Cl", "H", "H", "H", "C", "N", "S", "H", "H", "C", "H", "H", "H", "H"],
  "coordinates": [[2.807790, -2.365118, -0.088249], [1.841700, -2.313986, 0.456382], [2.405961, -0.621018, -1.070230], [-4.808996, 3.191071, 1.787383], [-1.518609, 3.522419, -0.189751], [-4.674276, 2.294733, 1.155400], [-3.735487, 2.486440, -0.363247], [-2.610917, 1.682739, 3.026367], [4.026387, -2.767652, -2.446102], [-1.896027, 2.900073, 2.023551], [2.667158, -1.575665, -1.388678], [5.237298, -1.102369, -1.271183], [-2.690492, 2.314418, 3.877170], [-5.737189, 2.058398, 0.859725], [1.476812, -3.137037, -1.829484], [-2.083565, 2.404715, 0.194610], [1.458286, -2.105529, -1.918958], [-4.199608, 1.062853, 2.278050], [-1.498569, 1.315751, -0.279513], [-1.966772, 0.855896, 3.295794], [3.915630, -1.711672, -2.173175], [3.589587, -1.955838, 0.434964], [3.969082, -1.290006, -3.222511], [2.933654, -3.451273, -0.251366], [1.091160, -1.692343, -2.896950]],
  "atomic_forces_ev_per_a": [[-2.2, -1.0, -0.6], [0.7, 0.3, -0.1], [0.3, 2.3, 0.2], [0.4, 0.2, -0.9], [-1.3, -3.8, 0.6], [-1.7, 1.4, 0.2], [-1.3, 0.1, -0.5], [-0.9, -0.5, -0.9], [0.3, -0.1, 0.7], [1.2, 0.4, -2.7], [-1.1, -1.8, 1.1], [1.7, 0.6, 0.5], [-0.9, 0.1, 1.4], [1.1, -0.1, 0.1], [-0.4, 1.0, -0.9], [4.1, 1.0, -0.4], [-2.0, 0.0, -3.6], [0.8, -2.0, 1.5], [-1.5, 3.6, 1.8], [-0.1, -0.4, -0.3], [-0.3, -0.6, -3.2], [1.7, 0.5, 1.8], [-0.5, 0.3, 1.3], [0.4, 0.4, -0.2], [1.4, -1.7, 2.9]]
}

***

{
  "formula": "C13H17AlAsF6N3O2SSi",
  "method": "ωB97M-V with the def2-TZVPD basis set",
  "max_force_ev_per_a": 1.014,
  "homo_energy_ev": [-12.2, -12.2],
  "energy_ha": -4585.53368,
  "de_lowest_kj_mol": 4.1,
  "total_charge": 1,
  "s2": 0.777,
  "multiplicity": 2,
  "lumo_ha": [-0.1385, -0.2604],
  "species": ["H", "H", "C", "C", "Al", "F", "N", "C", "C", "C", "C", "H", "H", "N", "H", "H", "H", "H", "H", "H", "C", "C", "H", "O", "H", "F", "Si", "F", "H", "As", "O", "C", "C", "F", "H", "F", "C", "H", "H", "N", "S", "F", "C", "H", "C"],
  "coordinates": [[2.659040, 6.089089, 1.053547], [-4.874018, -4.297158, -0.048426], [2.198948, 2.983584, 0.359263], [-2.530767, 1.125455, -0.672132], [1.320493, -0.048977, 0.874225], [4.116122, 0.762218, -0.634536], [-0.514340, 0.267948, 0.195381], [-4.371088, -3.379876, 0.261768], [2.613051, 3.823647, 2.580779], [-1.656715, -4.382258, -0.890843], [-3.654122, -2.747642, -2.662052], [-0.703612, -4.060527, -1.315887], [2.978526, 4.654953, 3.169759], [2.653392, 3.991318, 1.244366], [-4.478069, -2.033190, -2.656864], [-2.003500, -5.230648, -1.483607], [-4.032115, -0.294318, -1.200296], [4.250742, 5.315799, 0.883544], [-4.038284, -3.687065, -3.062503], [-0.771135, 2.274250, -0.090709], [3.188631, 5.222650, 0.661246], [1.732945, 1.669219, 2.315539], [-2.887072, -2.380224, -3.347419], [1.274292, 0.499734, 2.631735], [-3.118537, 1.985625, -0.958840], [2.997915, -0.737932, 0.982149], [-2.948984, -3.026098, -0.933407], [2.893447, -2.376743, -0.855401], [-5.101854, -2.569985, 0.257647], [3.647522, -0.847531, -0.863390], [2.141088, 3.151978, -0.835562], [-1.010832, -0.999257, 0.088124], [2.140480, 2.698560, 3.183775], [3.871284, -0.828362, -2.526687], [2.113095, 2.590306, 4.255478], [1.872045, -0.207995, -0.967321], [-3.033519, -0.157322, -0.803966], [-4.003878, -3.515113, 1.280232], [3.052103, 5.169634, -0.412084], [1.797286, 1.829231, 0.981325], [0.088840, -2.120313, 0.773900], [5.107478, -1.450420, -0.283874], [-2.275153, -1.284036, -0.464029], [-1.466495, -4.742498, 0.120430], [-1.234677, 1.300290, -0.184378]],
  "atomic_forces_ev_per_a": [[0.0, 0.0, 0.0], [0.0, 0.0, 0.0], [0.0, 0.2, -0.1], [-0.2, -0.2, 0.0], [0.3, 0.7, -0.6], [-0.1, 0.1, 0.0], [-0.2, -0.1, 0.0], [0.5, 0.1, -0.3], [-0.1, -0.1, 0.1], [0.0, 0.3, 0.0], [0.4, 0.0, 0.3], [0.0, 0.0, -0.1], [0.0, 0.0, 0.0], [0.0, -0.2, -0.2], [0.0, 0.0, 0.0], [-0.1, 0.0, 0.0], [0.0, 0.0, 0.0], [0.0, 0.0, 0.0], [0.0, 0.0, 0.0], [0.0, 0.0, 0.0], [0.1, 0.2, 0.0], [0.0, 0.6, 0.0], [0.0, 0.0, 0.0], [0.0, -0.2, 0.1], [0.0, 0.0, 0.0], [0.2, -0.2, -0.2], [-0.9, -0.3, 0.0], [0.1, -0.1, 0.0], [0.0, 0.0, 0.0], [-0.4, 0.0, 0.5], [0.0, 0.0, 0.1], [-0.2, -0.2, 0.1], [0.0, 0.0, 0.2], [0.0, 0.0, 0.1], [0.0, 0.0, 0.0], [0.2, -0.1, 0.0], [0.0, 0.2, 0.0], [-0.1, 0.0, 0.0], [0.0, 0.0, 0.0], [0.0, -0.2, 0.3], [-0.2, -0.1, -0.1], [-0.1, 0.0, -0.2], [0.4, -0.2, 0.0], [0.0, 0.0, 0.0], [0.3, 0.1, 0.1]]
}

***

{
  "formula": "C2H4N4OS",
  "method": "ωB97M-V with the def2-TZVPD basis set",
  "max_force_ev_per_a": 3.197,
  "homo_energy_ev": -9.3,
  "energy_ha": -771.00234,
  "de_lowest_kj_mol": 93.8,
  "total_charge": 0,
  "multiplicity": 1,
  "lumo_ha": 0.0075,
  "smiles": "Nn1[nH]c(=O)nc1S",
  "species": ["C", "H", "S", "H", "H", "N", "C", "N", "N", "O", "N", "H"],
  "coordinates": [[1.693500, -0.378208, 0.059586], [-1.471672, 2.146492, -0.626157], [-2.093921, -0.840965, -0.017203], [1.755573, 1.568485, -0.731462], [-1.646925, -1.911095, 0.835408], [1.251144, 0.964747, -0.053169], [-0.437741, -0.352299, -0.173413], [-0.830127, 2.092672, 0.194877], [0.566775, -1.153075, -0.101205], [2.835524, -0.716834, 0.146637], [-0.140416, 0.922444, -0.149193], [-1.284612, 1.981756, 1.068150]],
  "atomic_forces_ev_per_a": [[-0.4, 0.6, -1.2], [0.1, 0.8, 1.6], [0.2, -1.8, 1.3], [-0.7, -0.5, 0.8], [-0.9, 1.4, -1.3], [0.9, 1.1, 0.1], [-1.1, -1.1, 1.0], [-0.2, -0.8, -3.1], [0.0, -1.5, 0.2], [0.7, -0.1, 0.2], [2.2, 2.2, -0.6], [-0.8, -0.2, 0.9]]
}

***

{
  "formula": "C22H27GeN6OSV",
  "method": "ωB97M-V with the def2-TZVPD basis set",
  "max_force_ev_per_a": 3.270,
  "homo_energy_ev": -14.4,
  "energy_ha": -4676.92038,
  "de_lowest_kj_mol": 20.4,
  "total_charge": 2,
  "multiplicity": 1,
  "lumo_ha": -0.2749,
  "species": ["H", "N", "Ge", "H", "N", "H", "H", "H", "C", "V", "S", "N", "C", "C", "H", "H", "H", "C", "H", "H", "C", "H", "H", "H", "C", "H", "C", "C", "C", "C", "C", "H", "C", "C", "C", "N", "C", "H", "H", "C", "H", "H", "N", "C", "H", "C", "H", "H", "O", "C", "C", "H", "H", "H", "C", "C", "H", "H", "N"],
  "coordinates": [[4.825838, -0.523078, -3.206409], [1.943185, -3.808823, 2.199217], [-2.120644, -2.202388, 0.146381], [0.267369, -2.438907, -0.572946], [2.264123, -1.363559, -0.251277], [-2.199972, -3.621365, -1.966246], [-0.642265, 3.328775, 5.061983], [-2.445284, 2.785776, 3.457989], [-0.350446, -1.544220, -0.569953], [0.696173, -0.026444, 0.367528], [1.048216, -1.299067, 2.192246], [0.115240, 1.323569, 1.856379], [-2.240393, -3.835936, -0.897834], [-1.607874, 1.690423, -2.912728], [-1.422285, 1.724874, -3.976908], [-0.559029, -1.280937, -1.608271], [-1.439285, -4.530714, -0.644387], [-2.136797, -2.591018, 2.043683], [-3.856214, -0.347364, 0.492866], [0.220458, 0.696090, -2.475664], [-1.955353, 1.579279, -0.204784], [1.722585, 2.668553, 4.499030], [2.297294, 3.390792, -1.469519], [-3.022546, 1.907281, 1.475501], [-2.782914, 2.201230, -2.353567], [-3.198206, -4.310752, -0.675231], [2.630899, 1.279922, -1.376226], [-2.956135, 2.147119, -0.995035], [4.270115, 0.335681, -2.845980], [3.130248, -1.101006, -1.177787], [-0.688085, 1.125996, -2.077200], [-3.846567, 2.547438, -0.525623], [-3.644666, -1.076887, -0.290089], [3.791030, 2.692451, -2.871154], [0.895195, 2.410743, 3.852926], [2.434603, -2.612026, 0.310915], [4.496988, 1.590624, -3.365237], [3.985392, 3.677779, -3.274549], [2.466186, -4.596673, 1.853038], [1.891610, -2.684027, 1.474554], [-1.936229, -1.710988, 2.656987], [5.231146, 1.726551, -4.148501], [-2.121256, 1.571376, 1.176275], [3.317056, 0.167224, -1.835342], [-1.414751, -3.369794, 2.292333], [1.116390, 1.689820, 2.722064], [3.809027, -1.912002, -1.420792], [-3.135396, -2.959673, 2.286553], [1.722267, 1.029346, -0.383190], [-1.121137, 1.776324, 2.104870], [-1.425035, 2.471003, 3.277085], [-3.544593, -0.574065, -1.252755], [2.109177, 1.358464, 2.468813], [-4.498166, -1.754709, -0.356730], [-0.420085, 2.779108, 4.155802], [2.849424, 2.548526, -1.866626], [-3.544392, 2.646729, -2.980925], [1.585151, -3.840160, 3.136252], [-0.856385, 1.047717, -0.731808]],
  "atomic_forces_ev_per_a": [[0.0, 0.1, 0.0], [-0.1, 0.1, 0.0], [0.0, 0.0, 0.0], [0.0, 0.0, 0.0], [-0.1, 0.2, 0.2], [0.0, 0.0, 0.0], [0.0, 0.0, 0.0], [0.0, 0.0, 0.0], [0.1, 0.3, 0.1], [-1.8, -2.2, 0.0], [0.1, -0.1, 0.2], [0.2, 0.1, 0.4], [0.0, -0.1, 0.0], [-0.1, 0.0, 0.0], [0.0, 0.0, 0.0], [0.1, 0.1, 0.0], [0.0, 0.0, 0.0], [0.1, 0.0, 0.1], [0.0, -0.1, -0.1], [0.0, 0.0, 0.0], [0.2, 0.0, 0.1], [0.0, 0.0, 0.0], [0.0, 0.0, 0.0], [-0.1, 0.0, 0.0], [0.0, 0.0, -0.1], [0.1, 0.0, 0.0], [-0.4, -0.3, 0.5], [-0.1, 0.1, 0.0], [0.1, -0.1, -0.1], [0.1, 0.1, 0.0], [0.0, 0.0, 0.2], [0.0, 0.0, 0.0], [0.0, 0.1, -0.1], [0.1, 0.0, -0.1], [0.0, 0.1, 0.1], [-0.1, 0.2, -0.2], [0.0, 0.1, 0.0], [0.0, 0.0, 0.0], [0.0, 0.0, 0.0], [0.0, -0.1, 0.2], [0.0, -0.1, 0.0], [0.0, 0.0, 0.0], [0.0, -0.2, -0.1], [0.1, -0.5, 0.1], [0.0, 0.0, 0.0], [-0.3, -0.1, -0.3], [0.0, 0.0, 0.0], [0.0, 0.0, 0.0], [2.0, 2.2, -1.4], [0.2, -0.1, -0.1], [-0.1, 0.1, 0.1], [0.0, 0.0, 0.0], [0.1, -0.1, -0.1], [0.0, 0.1, 0.0], [0.0, 0.1, 0.1], [-0.1, 0.3, 0.0], [0.0, 0.0, 0.0], [0.0, 0.0, 0.0], [0.0, -0.1, 0.2]]
}